Record 1
2 unconnected molecules or ions with the total composition C5H10O, computed with the ωB97M-V functional and the def2-TZVPD basis.

Structure (XYZ):
```
16
Properties=species:S:1:pos:R:3
C -0.304 0.392 -0.812
C -0.172 -0.690 0.068
C -0.668 -0.540 1.376
C 0.021 -1.317 2.234
C -0.326 -1.133 3.824
H -0.127 0.158 -1.798
H -0.106 1.408 -0.575
H -0.094 -1.601 -0.475
H -1.027 0.452 1.748
H 0.441 -2.363 2.133
H 0.456 -1.572 4.352
H -0.429 -0.086 4.183
H -1.257 -1.711 3.902
H 1.487 2.654 -6.135
H 0.792 1.689 -5.268
O 1.070 2.587 -5.276
```

- 2S+1: 2
- Calculated total energy: -271.6028 Ha
- Orbital gap (spin up / spin down): 2.4 / 5.3 eV
- HOMO energy (spin up / spin down): 0.5 / -2.3 eV
- LUMO level (spin up / spin down): 2.95 / 2.94 eV
- Charge: -1

Results of the natural (NBO) charge analysis, in e, for atoms 1 through 6:
1. C -0.6722
2. C -0.2383
3. C -0.3852
4. C -0.3497
5. C -0.6654
6. H 0.1358

Record 2
2 unconnected molecules or ions with the total composition C5H10O, computed with the ωB97M-V functional and the def2-TZVPD basis.

Structure (XYZ):
```
16
Properties=species:S:1:pos:R:3
O -2.135 0.238 0.182
C -0.789 0.084 0.058
C 0.157 1.032 0.082
C 1.433 0.401 0.564
C 1.318 -1.041 0.044
C -0.198 -1.290 -0.119
H -2.541 -0.636 0.234
H 0.065 2.091 -0.105
H 1.393 0.423 1.663
H 2.350 0.915 0.272
H 1.814 -1.094 -0.929
H 1.774 -1.778 0.708
H -0.612 -2.033 0.574
H -0.438 -1.636 -1.137
H -1.851 1.904 -1.302
H -1.740 2.420 -0.786
```

- 2S+1: 1
- Calculated total energy: -271.6714 Ha
- Orbital gap: 9.1 eV
- HOMO energy: -8.2 eV
- LUMO level: 0.92 eV
- SMILES: OC1=CCCC1.[H][H]

Results of the natural (NBO) charge analysis, in e, for atoms 1 through 6:
1. O -0.6710
2. C 0.3312
3. C -0.3162
4. C -0.4108
5. C -0.3873
6. C -0.4707